(1)
{"formula": "C7H10S2Si", "method": "ωB97M-V/def2-TZVPD", "de_lowest_kcal_mol": 25.3, "total_energy_ev": -36969.0135, "total_charge": 0, "smiles": "S[SiH](S)Cc1ccccc1", "orbital_gap_ev": 9.575, "largest_force_ev_per_a": 3.7, "elements": ["S", "Si", "S", "C", "C", "C", "C", "C", "C", "C", "H", "H", "H", "H", "H", "H", "H", "H", "H", "H"], "xyz": [[-0.41, -1.39, -3.55], [-0.23, -2.00, -1.42], [0.42, -4.16, -1.42], [1.16, -0.71, -0.31], [0.49, 0.30, 0.51], [-0.25, 1.23, -0.24], [-0.88, 2.27, 0.38], [-0.81, 2.46, 1.75], [-0.04, 1.57, 2.47], [0.69, 0.53, 1.87], [-0.54, -0.19, -3.10], [-1.43, -2.32, -0.82], [-0.23, -4.83, -2.28], [1.84, -0.30, -1.06], [1.89, -1.27, 0.36], [-0.16, 1.10, -1.29], [-1.41, 3.02, -0.11], [-1.28, 3.32, 2.15], [0.08, 1.68, 3.60], [1.10, -0.28, 2.53]]}


(2)
{"formula": "C7H11AuN4O3Si", "method": "ωB97M-V/def2-TZVPD", "total_energy_ev": -31106.8992, "total_charge": -2, "orbital_gap_ev": 6.793, "largest_force_ev_per_a": 1.8, "elements": ["Au", "O", "N", "C", "C", "N", "C", "N", "C", "Si", "C", "C", "C", "H", "H", "H", "H", "H", "H", "H", "H", "H", "H", "H", "O", "N", "O"], "xyz": [[1.10, -0.12, 0.16], [3.32, 0.40, -0.07], [3.92, 1.46, 0.33], [5.25, 1.44, 0.46], [5.92, 2.62, 0.79], [6.57, 3.55, 1.04], [6.13, 0.36, 0.25], [6.85, -0.53, 0.11], [-3.31, -2.54, -0.30], [-2.04, -1.08, -0.16], [-2.01, -0.30, -1.90], [-2.87, 0.13, 1.06], [-0.35, -1.64, 0.43], [-4.30, -2.21, -0.62], [-3.44, -3.05, 0.65], [-2.97, -3.29, -1.02], [-3.00, -0.04, -2.27], [-1.54, -0.96, -2.62], [-1.42, 0.60, -1.84], [-3.89, 0.38, 0.79], [-2.29, 1.05, 1.08], [-2.89, -0.27, 2.07], [-0.02, -2.53, -0.12], [-0.38, -1.93, 1.48], [-1.40, 3.75, 0.17], [-0.78, 2.70, 0.49], [-0.18, 2.07, -0.44]]}


(3)
{"formula": "C7H11BClNO4", "method": "ωB97M-V/def2-TZVPD", "de_lowest_kcal_mol": 4.8, "total_energy_ev": -30314.7410, "total_charge": 0, "orbital_gap_ev": 9.157, "largest_force_ev_per_a": 6.3, "elements": ["B", "C", "C", "C", "C", "C", "C", "C", "N", "O", "O", "O", "O", "Cl", "H", "H", "H", "H", "H", "H", "H", "H", "H", "H", "H"], "xyz": [[1.42, 1.87, 0.49], [2.34, -0.66, -1.85], [0.97, -0.46, -2.25], [2.68, -0.36, -0.60], [1.22, 0.27, 0.63], [-0.07, -0.28, -0.08], [-0.73, -1.93, 1.59], [-2.37, 0.57, -0.22], [-0.10, -0.27, -1.52], [1.60, 2.55, 1.55], [1.51, 2.31, -0.75], [-0.22, -1.63, 0.25], [-1.13, 0.55, 0.41], [4.08, -0.79, 0.15], [3.02, -1.01, -2.54], [0.89, -0.49, -3.30], [1.54, -0.21, 1.60], [-1.68, -2.50, 1.54], [-0.98, -0.93, 2.01], [0.11, -2.51, 1.99], [-2.24, 0.73, -1.37], [-2.88, 1.55, 0.02], [-3.12, -0.22, -0.10], [1.74, 3.55, 1.47], [1.30, 3.21, -0.67]]}


(4)
{"formula": "C7H11BiO6", "method": "ωB97M-V/def2-TZVPD", "de_lowest_kcal_mol": 0.0, "total_energy_ev": -25540.1049, "total_charge": 2, "orbital_gap_ev": [6.307, 6.701], "largest_force_ev_per_a": 5.5, "elements": ["O", "O", "O", "C", "C", "H", "H", "H", "Bi", "C", "H", "C", "H", "O", "C", "O", "O", "C", "C", "H", "H", "H", "H", "H", "H"], "xyz": [[0.40, -1.89, 0.31], [-1.21, -0.90, 1.45], [0.86, -1.11, 2.31], [0.04, -1.30, 1.37], [-1.62, -0.19, 2.62], [-2.68, 0.04, 2.47], [-1.04, 0.73, 2.73], [-1.50, -0.82, 3.51], [2.30, -2.05, 1.12], [5.40, -1.29, 0.57], [5.72, -0.54, 1.29], [4.47, -2.37, 1.08], [4.79, -2.71, 2.07], [6.58, -2.06, 0.13], [6.18, -3.26, -0.10], [4.98, -3.54, 0.24], [7.01, -4.11, -0.54], [6.57, -5.50, -0.66], [7.77, -6.32, -1.07], [5.77, -5.52, -1.41], [6.17, -5.81, 0.31], [8.17, -5.97, -2.03], [7.45, -7.36, -1.18], [8.55, -6.27, -0.30], [4.95, -0.85, -0.35]]}